[1]
Here is C29H29ClN2OPSc as an isolated structure at a distorted geometry from the Open Molecules 2025 dataset. Energies are from the ωB97M-V functional and the def2-TZVPD basis.

ORCA input file:
```
! wB97M-V def2-TZVPD RIJCOSX def2/J DEFGRID3
* xyz 2 1
Sc 0.7352 1.1343 0.3412
Cl -1.4672 0.3162 0.8575
P -0.0617 0.0924 -1.9102
C 1.5134 -0.6542 -2.4344
C 2.5572 0.1345 -2.9283
C 3.7880 -0.4604 -3.1726
C 3.9725 -1.8329 -2.9817
C 2.9228 -2.6132 -2.4725
C 1.7037 -2.0253 -2.1677
C -1.3138 -0.6615 -2.9797
C -2.6673 -0.2880 -2.8164
C -3.6238 -0.7030 -3.7370
C -3.2679 -1.5058 -4.8285
C -1.9319 -1.9088 -4.9683
C -0.9617 -1.4985 -4.0536
C -0.0576 1.8521 -2.4733
C -0.2340 2.8748 -1.5130
C -0.1790 4.2015 -1.9389
C -0.0133 4.5038 -3.2828
C 0.0689 3.4813 -4.2311
C 0.0420 2.1448 -3.8412
H -2.9601 0.3361 -1.9726
H -4.6680 -0.4082 -3.6091
H -4.0191 -1.8299 -5.5545
H -1.6415 -2.5397 -5.8064
H 0.0727 -1.8126 -4.2073
H 2.4088 1.1946 -3.1092
H 4.6193 0.1551 -3.5140
H 4.9426 -2.2970 -3.1956
H 3.0637 -3.6832 -2.3146
H 0.8854 -2.6249 -1.7630
H -0.5378 2.6939 -0.4541
H -0.2723 4.9832 -1.1946
H 0.0258 5.5433 -3.6077
H 0.1664 3.7204 -5.2873
H 0.1176 1.3473 -4.5898
H 2.7443 1.3546 -0.1688
H 2.2571 2.0387 -0.2005
C -1.2434 -2.1233 4.6849
N -0.5300 -1.6118 3.5232
N 0.1929 -0.4628 3.6069
C 0.9811 -0.3996 2.5010
O 1.4945 0.7520 2.1753
C 0.9244 -1.6567 1.8365
C 0.0316 -2.3989 2.5847
C -0.2129 -3.8292 2.4790
C -0.2045 0.5121 4.5524
C 0.4823 0.6082 5.7697
C 0.1097 1.6047 6.6967
C -0.8970 2.5255 6.3565
C -1.5740 2.4109 5.1356
C -1.2326 1.3828 4.2482
H -1.9797 -1.4456 5.1468
H -0.5148 -2.4172 5.4626
H -1.8145 -3.0034 4.3585
H 1.2555 -1.8717 0.8015
H 0.4407 -4.2868 3.2401
H -1.2506 -4.1633 2.6322
H 0.0989 -4.1341 1.4690
H 1.2749 -0.1146 5.9718
H 0.6516 1.6581 7.6525
H -1.1502 3.3423 7.0451
H -2.3318 3.1277 4.8520
H -1.7309 1.2394 3.2987
*
```

Values from the calculation:
Lowest unoccupied orbital energy, eV: -7.46
Orbital gap, eV: 6.605

These are the Mulliken partial charges, in e, on atoms 1 to 6: -0.61, -0.33, 1.55, 0.53, -0.59, -0.73

***

[2]
Here is C29H29CoN3O4S3Se4 as an isolated structure from the Open Molecules 2025 dataset. Energies are from the ωB97M-V functional and the def2-TZVPD basis.

ORCA input file:
```
! wB97M-V def2-TZVPD RIJCOSX def2/J DEFGRID3
* xyz -1 5
Co -0.1951 0.8436 -0.3651
C -6.4311 -3.0554 1.8365
C -5.1692 -2.6136 1.0964
C -4.2642 -3.8321 0.8900
C -5.5788 -2.0491 -0.2712
C -4.3919 -1.5494 1.8676
C -4.7879 -1.0960 3.1341
C -4.0705 -0.1412 3.8314
C -2.9304 0.3829 3.2413
S -1.8373 1.5949 3.8392
C -0.9078 1.4470 2.3790
N -1.3540 0.5795 1.5144
C -2.5140 -0.0468 1.9756
C -3.2415 -1.0192 1.2997
C 0.3113 2.2020 2.0899
C 0.9739 2.9681 3.0526
C 2.1415 3.6215 2.7074
C 2.6278 3.5093 1.4044
C 1.9566 2.7507 0.4579
C 0.7804 2.0633 0.7740
H -6.9542 -3.8007 1.2355
H -7.1169 -2.2217 2.0103
H -6.1940 -3.5180 2.7971
H -4.7987 -4.6221 0.3593
H -3.9270 -4.2388 1.8460
H -3.3755 -3.5861 0.3121
H -6.1424 -2.8019 -0.8269
H -4.7093 -1.7786 -0.8718
H -6.2056 -1.1610 -0.1588
H -5.6788 -1.5009 3.5934
H -4.3970 0.1887 4.8090
H -2.8924 -1.3624 0.3377
H 0.5833 3.0451 4.0624
H 2.6721 4.2155 3.4405
H 3.5430 4.0210 1.1307
H 2.3653 2.6726 -0.5434
Se -1.3450 2.7890 -1.0717
Se -1.1749 2.9726 -3.2903
Se -1.4802 -0.0300 -3.8378
Se -1.2728 -0.8512 -1.8009
O -3.1448 -7.4505 1.1232
S -1.9579 -7.2160 0.3425
O -1.7965 -7.9758 -0.8672
N -1.7568 -5.6179 0.0684
C -0.7166 -5.1310 0.6951
S -0.2730 -3.5011 0.7028
C 0.0621 -6.1633 1.4738
C 1.2189 -6.0128 2.2183
C 1.7581 -7.1295 2.8437
C 1.1504 -8.3776 2.7288
C -0.0102 -8.5314 1.9808
C -0.5240 -7.4073 1.3673
H 1.6831 -5.0389 2.2915
H 2.6657 -7.0333 3.4269
H 1.5889 -9.2348 3.2239
H -0.4939 -9.4940 1.8792
O 3.6329 -0.0826 -0.4751
C 2.5703 -0.2861 0.0851
O 1.3982 -0.3531 -0.4296
C 2.6246 -0.4651 1.6248
N 1.3428 -1.1014 2.1049
C 1.6875 -2.1018 3.1509
C 3.0050 -2.6461 2.6261
C 3.7345 -1.3857 2.1513
H 2.6771 0.5368 2.0507
H 0.9143 -1.5655 1.2881
H 0.6694 -0.4010 2.4068
H 0.8778 -2.8251 3.2128
H 1.8111 -1.5668 4.0942
H 2.7929 -3.3166 1.7899
H 3.5535 -3.2010 3.3858
H 4.4627 -1.5669 1.3647
H 4.2503 -0.9134 2.9888
*
```

Values from the calculation:
Lowest unoccupied orbital energy (spin up / spin down), eV: 1.81 / 0.80
Orbital gap (spin up / spin down), eV: 6.248 / 6.063
Energy above the lowest of the compared OMol25 structures with the same formula, charge and spin, eV: 1.300

These are the Mulliken partial charges, in e, on atoms 1 to 6: -0.09, -2.41, 2.92, -1.72, -1.78, -0.38

***

[3]
Here is a 6-piece molecular cluster, C29H29F40INO6 overall at a distorted geometry from the Open Molecules 2025 dataset. Energies are from the ωB97M-V functional and the def2-TZVPD basis.

ORCA input file:
```
! wB97M-V def2-TZVPD RIJCOSX def2/J DEFGRID3
* xyz -1 1
C -0.1328 -1.9834 1.5327
C -1.2782 -2.9111 1.2218
O -1.4862 -3.0897 -0.1392
C -0.4174 -3.7521 -0.8211
C 0.3184 -2.8359 -1.7620
N 0.1877 -3.2702 -3.1430
I -0.5002 -1.7141 -4.3550
H 0.6178 -2.0090 0.7785
H -0.4520 -0.9819 1.6294
H 0.3361 -2.2745 2.4319
H -2.1665 -2.4591 1.5978
H -1.1832 -3.8382 1.7548
H -0.8071 -4.5672 -1.3767
H 0.2731 -4.1444 -0.1158
H 1.3726 -2.7985 -1.4748
H -0.0803 -1.8675 -1.5926
C 3.3050 2.5959 0.7162
C 1.9022 2.2759 1.2507
C 1.2939 3.2840 2.2311
F 2.0460 3.3852 3.3583
F 0.0633 2.8693 2.5880
F 1.8812 1.0420 1.7877
F 1.0765 2.2879 0.1770
O 4.4031 1.9512 1.3249
C 4.9528 2.4362 2.4554
C 4.8335 1.4114 3.5836
F 3.5460 1.0752 3.7886
F 5.3405 1.9522 4.7203
F 4.4398 3.6298 2.8113
F 6.2789 2.6112 2.2459
H 3.3113 2.2166 -0.3010
H 3.4618 3.6716 0.6484
H 1.2095 4.2674 1.7609
H 5.3918 0.5086 3.3300
C 2.2665 -0.9934 7.6303
C 2.4392 -1.4366 6.1747
C 1.3715 -1.0332 5.1560
F 0.1623 -1.5449 5.4910
F 1.7373 -1.5398 3.9587
F 2.6184 -2.7732 6.1309
F 3.5916 -0.8594 5.7416
O 1.7385 -1.9410 8.5279
C 0.4059 -2.1042 8.7007
C -0.0308 -3.5079 8.2778
F 0.2668 -3.7195 6.9782
F -1.3680 -3.6054 8.4398
F -0.3192 -1.1561 8.0838
F 0.1541 -2.0181 10.0271
H 3.2778 -0.8303 7.9914
H 1.7536 -0.0355 7.6996
H 1.2932 0.0549 5.0795
H 0.4732 -4.2560 8.8928
C -4.2208 2.9487 -3.8119
C -3.2141 1.8288 -4.1421
C -2.3553 2.0153 -5.3999
F -3.1309 2.0751 -6.5119
F -1.5171 0.9764 -5.5484
F -3.8470 0.6456 -4.1897
F -2.3468 1.8052 -3.0988
O -5.5860 2.7939 -4.1983
C -6.0279 3.1706 -5.4283
C -6.5912 1.9828 -6.2129
F -5.6726 1.0259 -6.3816
F -6.9872 2.4340 -7.4322
F -5.0880 3.8403 -6.1122
F -7.0732 4.0177 -5.2450
H -4.2593 2.9640 -2.7265
H -3.8414 3.9187 -4.1179
H -1.7589 2.9266 -5.3378
H -7.4489 1.5682 -5.6789
C -0.1429 -7.7712 3.3731
C 0.7882 -8.5256 4.3267
C 1.8945 -7.7356 5.0139
F 2.7574 -7.2230 4.1138
F 2.5775 -8.5845 5.8304
F 1.3139 -9.6056 3.7093
F -0.0034 -8.9805 5.3466
O 0.1166 -7.8743 2.0028
C 0.9650 -7.0232 1.3515
C 2.1633 -7.7758 0.7783
F 2.8416 -8.3979 1.7713
F 2.9834 -6.8891 0.1829
F 1.3570 -5.9961 2.1319
F 0.2830 -6.5307 0.3091
H -1.1038 -8.2639 3.4935
H -0.2848 -6.7358 3.6823
H 1.4661 -6.9354 5.6135
H 1.8238 -8.5157 0.0512
C -0.1734 6.3024 -7.7418
C 0.2505 7.7451 -8.0384
C 0.8419 8.5614 -6.8898
F -0.0549 8.7087 -5.8905
F 1.1652 9.7892 -7.3625
F -0.7730 8.4230 -8.5979
F 1.2495 7.6646 -8.9631
O -1.5379 6.0695 -7.5083
C -2.0872 6.1970 -6.2786
C -3.1493 7.2931 -6.2485
F -2.6067 8.4763 -6.5985
F -3.6239 7.3853 -4.9853
F -1.1523 6.3781 -5.3237
F -2.7309 5.0410 -6.0041
H 0.0284 5.7612 -8.6614
H 0.4522 5.8498 -6.9739
H 1.7452 8.0805 -6.5053
H -3.9611 7.0430 -6.9339
*
```

Values from the calculation:
Lowest unoccupied orbital energy, eV: 1.76
Orbital gap, eV: 3.691

These are the Mulliken partial charges, in e, on atoms 1 to 6: -0.64, -0.53, -0.48, -0.14, -0.37, -0.92

***

[4]
Here is C29H29LuN3Si as an isolated structure at a distorted geometry from the Open Molecules 2025 dataset. Energies are from the ωB97M-V functional and the def2-TZVPD basis.

ORCA input file:
```
! wB97M-V def2-TZVPD RIJCOSX def2/J DEFGRID3
* xyz 1 1
C -1.2714 -0.0043 -1.2888
C -0.9270 1.1011 -2.1268
C 0.4221 0.9099 -2.5504
H -1.5870 1.9028 -2.4437
C 0.9595 -0.2326 -1.8877
C -0.0951 -0.8201 -1.1267
H -0.0468 -1.7799 -0.6176
H -2.2531 -0.2053 -0.8607
H 0.9778 1.5651 -3.2221
H 1.9725 -0.6160 -1.9751
Lu 0.2730 1.2554 -0.0832
C 4.1632 1.8433 1.6989
H 5.1052 2.4289 1.5577
H 4.2767 1.2167 2.6281
H 4.0062 1.2766 0.7212
Si 2.5234 2.9091 -0.4360
C 2.0086 4.5312 0.2320
C 1.1136 5.2191 -0.6101
H 0.5914 4.6760 -1.3993
C 0.9623 6.5997 -0.4969
H 0.2947 7.1376 -1.1919
C 1.7153 7.2661 0.4957
H 1.6891 8.3525 0.5154
C 2.4484 6.5730 1.4758
H 2.9483 7.1196 2.2987
C 2.5305 5.1745 1.3799
H 3.0745 4.6053 2.1390
C 3.9062 3.1661 -1.6401
C 4.2627 4.4690 -2.0503
H 3.7167 5.3300 -1.6523
C 5.2981 4.6912 -2.9678
H 5.5064 5.6981 -3.3173
C 6.0483 3.6188 -3.4379
H 6.8740 3.7809 -4.1209
C 5.7276 2.3175 -3.0406
H 6.3301 1.4694 -3.3772
C 4.6251 2.0944 -2.2010
H 4.3020 1.0806 -1.9552
H 1.5252 2.3658 -1.3757
H 3.3017 2.5040 1.7915
C -1.3511 -3.7263 2.9798
C -0.1944 -3.3541 2.2570
C 0.0179 -2.0084 1.9173
C -0.9569 -1.0268 2.2461
C -2.0863 -1.4065 3.0096
C -2.2971 -2.7496 3.3632
N -0.8514 0.2891 1.7580
N -1.7648 1.0501 2.3579
C -2.0394 2.2565 1.7900
C -3.0254 3.0750 2.3822
C -3.2149 4.3573 1.8891
C -2.4943 4.7633 0.7463
C -1.6929 3.8429 0.0933
N -1.3688 2.6445 0.6501
H -1.5327 -4.7691 3.2660
H 0.5206 -4.1410 1.9737
H 0.9251 -1.7124 1.3750
H -2.7983 -0.6126 3.2485
H -3.2079 -2.9884 3.9340
H -3.5858 2.6394 3.2122
H -3.8953 5.0568 2.3754
H -2.5761 5.7741 0.3319
H -1.2479 4.0292 -0.8880
*
```

Values from the calculation:
Lowest unoccupied orbital energy (spin up / spin down), eV: -5.46 / -5.47
Orbital gap (spin up / spin down), eV: 3.366 / 3.349
Energy above the lowest of the compared OMol25 structures with the same formula, charge and spin, eV: 0.000

These are the Mulliken partial charges, in e, on atoms 1 to 6: -0.48, -0.61, -0.57, 0.61, -0.54, -0.72

***

[5]
Here is a 2-piece molecular cluster, C29H29N3O2 overall at a distorted geometry from the Open Molecules 2025 dataset. Energies are from the ωB97M-V functional and the def2-TZVPD basis.

ORCA input file:
```
! wB97M-V def2-TZVPD RIJCOSX def2/J DEFGRID3
* xyz 0 1
C 5.8941 -3.1854 -3.5734
C 4.8648 -2.8616 -2.5301
C 3.5144 -2.7787 -2.9109
C 2.5303 -2.4720 -1.9815
C 2.8994 -2.2521 -0.6272
C 1.9014 -2.1312 0.3946
N 0.9585 -3.1342 0.4412
O 0.4179 -3.4098 1.5670
O 0.6121 -3.7279 -0.6161
C 4.2666 -2.2515 -0.2656
C 5.2340 -2.5792 -1.2042
H 6.8736 -3.3564 -3.1205
H 5.5966 -4.0805 -4.1317
H 6.0005 -2.3705 -4.3017
H 3.2487 -2.9342 -3.9604
H 1.4856 -2.3846 -2.2704
H 2.1277 -1.6438 1.3492
H 4.5291 -2.0162 0.7669
H 6.2946 -2.5947 -0.9383
C 2.5109 1.0841 0.2288
C 1.1954 1.5503 -0.2325
N 1.0708 2.7111 -0.9163
C 2.1830 3.5931 -1.2420
C -0.2668 2.9623 -1.2209
C -1.0294 1.8797 -0.7135
C -2.4104 1.9226 -0.8513
C -3.0060 3.0737 -1.3852
C -2.2275 4.1741 -1.7906
C -0.8275 4.1304 -1.7212
C -0.0956 0.9747 -0.0444
C -0.4313 -0.1699 0.6917
C -1.6786 -0.2921 1.3513
C -2.5691 -1.4090 1.4000
C -2.4780 -2.7331 0.7708
N -3.6770 -1.0536 2.1030
C -4.8087 -1.9286 2.3613
C -3.5911 0.2711 2.5336
C -2.3414 0.7771 2.0900
C -2.0438 2.1129 2.3169
C -3.0252 2.9425 2.8703
C -4.2789 2.4273 3.2495
C -4.5722 1.0622 3.1147
H 2.3510 0.3359 1.0053
H 3.0639 0.6150 -0.6008
H 3.1320 1.8955 0.6391
H 1.7863 4.5403 -1.6136
H 2.7823 3.7773 -0.3410
H 2.8337 3.1521 -2.0113
H -3.0141 1.0800 -0.5302
H -4.0939 3.1261 -1.4796
H -2.7145 5.0692 -2.1734
H -0.1885 4.9633 -2.0205
H 0.2793 -0.9743 0.8028
H -1.6571 -2.7418 0.0532
H -2.2707 -3.5102 1.5233
H -3.4060 -3.0010 0.2411
H -5.5590 -1.3573 2.9106
H -5.2442 -2.2974 1.4234
H -4.5021 -2.7922 2.9662
H -1.0654 2.4982 2.0400
H -2.8198 4.0066 3.0066
H -5.0278 3.0948 3.6682
H -5.5168 0.6217 3.4397
*
```

Values from the calculation:
Lowest unoccupied orbital energy, eV: -1.51
Orbital gap, eV: 4.514
Energy above the lowest of the compared OMol25 structures with the same formula, charge and spin, eV: 3.662

These are the Mulliken partial charges, in e, on atoms 1 to 6: -1.41, 1.06, -0.84, -0.39, 0.91, -2.02

***

[6]
Here is C29H30AlIO9P as an isolated structure from the Open Molecules 2025 dataset. Energies are from the ωB97M-V functional and the def2-TZVPD basis.

ORCA input file:
```
! wB97M-V def2-TZVPD RIJCOSX def2/J DEFGRID3
* xyz -1 1
C -0.9886 -5.0380 1.2842
C -0.9561 -4.9192 -0.2515
C -0.4760 -3.5577 -0.7514
C -1.5565 -2.4387 -0.8092
C -0.9839 -1.0625 -0.3920
Al -3.1841 -2.7382 0.3252
I -4.7595 -0.6493 -0.0242
P -4.5053 -4.5982 -0.4789
O -4.6037 -5.8004 0.4276
H -0.8702 -4.0672 1.7605
H -1.9309 -5.4559 1.6383
H -0.1855 -5.6904 1.6270
H -1.9166 -5.1540 -0.6931
H -0.2816 -5.6981 -0.6159
H 0.3670 -3.2507 -0.1257
H -0.0657 -3.6862 -1.7585
H -1.8876 -2.3437 -1.8461
H -1.3314 -0.7972 0.6126
H -1.2626 -0.2685 -1.0818
H 0.1048 -1.0917 -0.3262
H -2.9242 -2.8073 1.8908
H -3.9832 -4.9980 -1.7386
H -5.7749 -4.1797 -0.9484
C 1.6205 3.8761 0.2996
C 2.0812 2.6792 -0.0474
C 1.5937 1.4417 0.6183
O 2.0287 0.3568 0.3070
C 0.5597 1.5920 1.6770
C 0.0992 2.7920 2.0198
C 0.5976 4.0241 1.3642
O 0.1880 5.1220 1.6901
H 1.9612 4.7870 -0.1777
H 2.8217 2.5500 -0.8265
H 0.2081 0.6774 2.1369
H -0.6543 2.9290 2.7846
C 6.6868 5.1969 0.5297
C 5.5403 5.1863 -0.1430
C 5.3710 4.3540 -1.3623
O 4.3261 4.3437 -1.9763
C 6.5277 3.5304 -1.7994
C 7.6740 3.5410 -1.1263
C 7.8460 4.3763 0.0909
O 8.8915 4.3889 0.7024
H 6.8365 5.7938 1.4202
H 4.6818 5.7739 0.1568
H 6.3750 2.9295 -2.6867
H 8.5309 2.9499 -1.4226
C -2.8793 -9.0499 0.8016
C -2.8571 -8.0784 -0.1090
C -2.1135 -8.2572 -1.3896
O -2.0885 -7.3706 -2.2146
C -1.4028 -9.5453 -1.6119
C -1.4330 -10.5072 -0.6960
C -2.1756 -10.3347 0.5828
O -2.1944 -11.2273 1.4077
H -3.4090 -8.9491 1.7403
H -3.3719 -7.1231 0.0357
H -0.8694 -9.6441 -2.5495
H -0.9262 -11.4554 -0.8270
C -2.5973 9.1951 -0.9716
C -2.8500 9.9446 0.0965
C -2.1642 9.6965 1.3923
O -2.3959 10.3875 2.3618
C -1.1908 8.5786 1.4488
C -0.9350 7.8263 0.3823
C -1.6158 8.0783 -0.9138
O -1.3799 7.4060 -1.8936
H -3.0824 9.3543 -1.9263
H -3.5577 10.7638 0.0820
H -0.7096 8.4106 2.4039
H -0.2377 6.9997 0.4127
*
```

Values from the calculation:
Lowest unoccupied orbital energy, eV: -0.61
Orbital gap, eV: 4.641

These are the Mulliken partial charges, in e, on atoms 1 to 6: -1.34, 0.42, -1.14, 0.46, -1.45, 0.43